The following is a DFT calculation (the ωB97M-V functional and the def2-TZVPD basis) of an isolated molecule of C15H17NO2S.

## Properties
Energy relative to the best compared isomer or geometry (same formula, charge and spin) = 243.25 kcal per mole
Max |F| = 14.2 eV/A
HOMO level = -6.691 eV
Structure (SMILES) = COc1cc(CNc2ccccc2SC)ccc1O

Each atom is followed by the atoms it is bonded to, with distances in Å.
Element x y z (Å)
1 C 1.16468 2.96838 -3.71504  O2 1.562, H20 1.013, H21 1.209, H22 0.964
2 O 0.47732 1.57775 -3.89664  C1 1.562, C3 1.227
3 C 0.53938 0.76527 -2.97933  O2 1.227, C4 1.317, C18 1.488
4 C 1.01920 1.03548 -1.78340  C3 1.317, C5 1.394, H23 1.142
5 C 1.26076 -0.02526 -0.91190  C4 1.394, C6 1.540, C16 1.277
6 C 1.97746 -0.04207 0.45155  C5 1.540, N7 1.484, H24 0.902, H25 1.134
7 N 1.04914 -0.52948 1.50200  C6 1.484, C8 1.195, H26 1.139
8 C 0.13616 0.06590 1.99289  N7 1.195, C9 1.481, C13 1.516
9 C -0.62467 1.25486 1.54480  C8 1.481, C10 1.263, H27 1.076
10 C -1.72837 1.66759 2.00021  C9 1.263, C11 1.593, H28 1.081
11 C -2.42043 0.85597 3.18308  C10 1.593, C12 1.347, H29 0.996
12 C -1.63072 -0.11993 3.67087  C11 1.347, C13 1.228, H30 1.150
13 C -0.67480 -0.61298 3.07848  C8 1.516, C12 1.228, S14 1.923
14 S 0.33263 -2.10279 3.75809  C13 1.923, C15 1.896
15 C -0.78714 -3.41659 2.97435  S14 1.896, H31 0.999, H32 1.156, H33 1.042
16 C 0.73448 -1.14649 -1.22263  C5 1.277, C17 1.576, H34 1.183
17 C -0.15298 -1.52765 -2.46805  C16 1.576, C18 1.408, H35 1.119
18 C -0.13353 -0.48775 -3.41757  C3 1.488, C17 1.408, O19 1.222
19 O -0.71017 -0.58915 -4.49041  C18 1.222, H36 0.916
20 H 2.14253 2.84539 -3.48086  C1 1.013
21 H 0.89265 3.62833 -4.69127  C1 1.209
22 H 0.71984 3.26430 -2.91282  C1 0.964
23 H 1.65762 1.95582 -1.56320  C4 1.142
24 H 2.76714 -0.46835 0.35845  C6 0.902
25 H 2.14262 1.06280 0.64658  C6 1.134
26 H 1.53301 -1.41971 2.02297  N7 1.139
27 H -0.15305 1.61178 0.64627  C9 1.076
28 H -2.16117 2.52751 1.50858  C10 1.081
29 H -3.27766 1.21962 3.53676  C11 0.996
30 H -2.23683 -0.42063 4.60091  C12 1.150
31 H -1.72292 -3.19187 3.24395  C15 0.999
32 H -0.94263 -3.40973 1.82906  C15 1.156
33 H -0.52467 -4.34151 3.37674  C15 1.042
34 H 0.44074 -1.99218 -0.44996  C16 1.183
35 H -0.59709 -2.49574 -2.81216  C17 1.119
36 H -0.50851 0.03309 -5.13137  O19 0.916

Atom charges from the natural (NBO) analysis, given in e for atoms 1 to 5: -0.2155, -0.5017, 0.2746, -0.3480, -0.1029